(1)
Entry from the OMol25 dataset: C10H27ClGaI2NOP2 as an isolated structure in a non-equilibrium geometry (the ωB97M-V functional and the def2-TZVPD basis).

Charge = +2
2S+1 = 1
Lowest unoccupied orbital energy = -10.064 eV
E = -4189.83426 Ha
F_max = 0.0555 Eh/bohr
Gap between HOMO and LUMO = 5.737 eV

XYZ file:
```
45
Properties=species:S:1:pos:R:3:forces:R:3
I -0.18856 -0.31998 -2.60316 0.238 2.418 -1.495
I -0.04919 2.78905 -3.46306 -0.207 -2.241 0.428
Ga -0.14617 0.91493 -0.12539 0.207 -0.191 1.866
P -2.53072 1.50616 -0.31383 -0.909 0.175 -0.202
C -3.22738 1.42418 -2.00800 0.138 -0.230 0.005
C -3.59910 0.38829 0.68040 0.314 -0.340 -0.098
H -4.64499 0.65593 0.47994 0.275 -0.029 -0.098
H -4.16178 3.11460 0.43810 0.164 -0.120 -0.109
H -3.44117 0.46124 1.76322 0.252 0.162 -0.315
H -2.58712 3.41412 1.20016 -0.024 -0.105 -0.027
H -2.89538 0.52120 -2.53589 -0.402 0.129 0.294
H -3.42944 -0.64863 0.37244 -0.113 0.106 0.060
C -3.08063 3.13853 0.26603 0.469 0.289 0.133
H -4.32520 1.43938 -1.92396 0.381 0.052 -0.146
H -2.85831 3.90626 -0.47653 0.018 -0.059 0.006
H -2.86304 2.26341 -2.61403 -0.294 -0.059 0.342
P 2.23277 1.57485 -0.23404 0.832 -0.090 0.065
C 2.97804 1.35311 -1.86047 -0.199 0.021 -0.292
C 2.84316 3.21553 0.31437 -0.588 0.191 0.120
H 2.56983 0.28211 1.77656 0.175 0.003 -0.108
H 4.13679 0.78535 1.08003 -0.380 -0.039 -0.188
H 3.24096 -0.58766 0.36788 -0.118 0.245 0.017
C 3.13452 0.39429 0.84410 -0.311 -0.045 0.167
H 2.35871 3.51533 1.25345 0.107 -0.127 -0.229
H 3.93480 3.20093 0.47398 -0.448 -0.237 -0.193
H 4.06758 1.37717 -1.77039 -0.143 0.014 -0.118
H 2.61457 2.13086 -2.53859 0.362 0.002 0.178
H 2.60085 3.96086 -0.45370 0.062 -0.145 0.184
H 2.64128 0.40994 -2.29306 0.314 -0.071 0.116
Cl -0.15678 1.39922 2.08049 -0.109 0.231 -0.125
C 0.51890 -4.50824 1.14339 -0.286 -0.673 0.506
N 0.48469 -3.30676 0.32779 -0.561 1.217 0.534
C 0.68275 -3.46671 -1.11134 0.123 -0.172 -0.322
C 0.13867 -2.15785 0.92811 0.465 -0.154 -1.102
C -0.17158 -2.12885 2.39059 0.161 0.187 0.378
O 0.13798 -1.09493 0.21651 -0.244 0.013 -0.227
H 0.80487 -5.37116 0.51306 -0.233 0.497 0.514
H -0.48578 -4.64530 1.59689 0.648 -0.351 -0.329
H 1.23850 -4.37516 1.96701 -0.146 -0.328 -0.444
H 0.33191 -2.59888 -1.69824 0.182 -0.493 0.606
H 1.75049 -3.63087 -1.34307 -0.459 0.076 0.105
H 0.10304 -4.34536 -1.43604 0.279 0.319 0.071
H 0.58121 -2.69630 2.94914 -0.177 0.101 -0.088
H -0.13171 -1.08952 2.73001 -0.158 -0.281 -0.107
H -1.15286 -2.56466 2.64913 0.344 0.133 -0.333
```
Forces are in eV/Å.

Mulliken atomic charge list, values in e, 6 entries: atom 1 (I): 0.038, atom 2 (I): 0.182, atom 3 (Ga): 0.609, atom 4 (P): 0.726, atom 5 (C): -1.114, atom 6 (C): -1.257



(2)
Entry from the OMol25 dataset: C10H27ClHfIO2P2 as an isolated structure in a non-equilibrium geometry (the ωB97M-V functional and the def2-TZVPD basis).

Charge = +3
2S+1 = 1
Lowest unoccupied orbital energy = -10.239 eV
E = -2035.41778 Ha
F_max = 0.1173 Eh/bohr
Gap between HOMO and LUMO = 8.956 eV

XYZ file:
```
44
Properties=species:S:1:pos:R:3:forces:R:3
C 3.60279 5.71046 -1.27538 -0.422 -0.119 0.222
C 4.05201 4.41495 -1.69078 3.232 -4.405 -2.360
H 4.32701 6.48220 -1.57612 0.096 -0.242 -0.083
H 3.50848 5.68125 -0.17547 -0.054 0.126 -0.287
H 2.62967 5.88702 -1.76642 0.219 0.058 0.215
O 4.53519 3.43218 -2.08505 -2.710 4.947 2.139
I 1.25802 3.15637 -0.28963 0.860 1.042 -0.362
Hf -0.03246 0.96329 0.15682 -2.616 -1.001 1.342
P -1.07320 0.70873 -2.24822 -1.325 -0.199 -2.129
C -0.94499 -0.79205 -3.28198 0.474 -0.255 0.188
C -2.89394 0.84503 -2.06140 -0.145 0.105 0.658
H -3.34722 1.06179 -3.03789 0.235 -0.102 0.190
H -1.52422 2.10199 -4.19350 0.278 -0.116 0.299
H -3.14916 1.64987 -1.36082 -0.043 -0.147 -0.251
H -0.68433 3.01863 -2.90206 -0.122 -0.131 -0.158
H -1.29692 -1.67294 -2.72588 0.060 0.224 -0.204
H -3.31613 -0.09099 -1.67389 0.125 0.191 -0.068
C -0.73286 2.05981 -3.42863 0.380 0.204 0.071
H -1.55006 -0.68510 -4.19791 0.182 0.091 0.415
H 0.23457 1.88569 -3.91427 -0.175 0.048 0.042
H 0.10428 -0.94742 -3.56320 -0.250 -0.078 -0.051
P 1.39307 0.14602 2.21007 1.114 -0.647 2.218
C 2.18052 -1.49284 2.34624 0.007 -0.216 -0.552
C 2.70163 1.29204 2.77469 0.159 0.313 -0.381
H -0.36545 1.01042 3.67755 0.188 -0.193 0.135
H 0.87364 0.09392 4.58767 -0.067 -0.052 -0.328
H -0.37678 -0.76361 3.63432 0.206 0.216 0.031
C 0.27529 0.11950 3.66641 -0.621 0.214 -0.199
H 2.38169 2.33137 2.64081 0.033 -0.192 0.177
H 2.94107 1.11766 3.83437 -0.144 -0.062 -0.370
H 2.65221 -1.62820 3.33347 -0.249 0.225 -0.327
H 2.94660 -1.58562 1.56842 -0.052 -0.124 0.187
H 3.60455 1.14121 2.17005 -0.140 0.001 0.142
H 1.42946 -2.28093 2.19620 0.227 0.177 0.068
Cl -1.81394 1.97784 1.27107 0.712 -0.575 -0.457
C -2.80988 -2.77953 0.50902 -0.015 0.354 0.258
C -2.07246 -1.65655 1.21893 -0.107 -0.529 0.577
O -0.95156 -1.19971 0.36690 0.870 0.557 -0.914
H -3.11133 -2.48877 -0.50062 -0.051 0.063 0.092
H -3.71417 -3.02464 1.07076 0.071 0.000 -0.052
H -2.20740 -3.68355 0.45257 0.099 -0.079 0.023
H -2.68351 -0.77211 1.41191 0.053 -0.167 -0.141
H -1.60319 -1.98313 2.16632 -0.413 0.054 -0.464
H -0.70345 -1.94013 -0.22770 -0.161 0.424 0.448
```
Forces are in eV/Å.

Mulliken atomic charge list, values in e, 6 entries: atom 1 (C): -0.774, atom 2 (C): 0.664, atom 3 (H): 0.363, atom 4 (H): 0.385, atom 5 (H): 0.386, atom 6 (O): -0.071



(3)
Entry from the OMol25 dataset: C10H27ClILuO2P2S as an isolated structure in a non-equilibrium geometry (the ωB97M-V functional and the def2-TZVPD basis).

Charge = +2
2S+1 = 1
Lowest unoccupied orbital energy (spin up / spin down) = -7.961 / -8.807 eV
E = -3621.51189 Ha
F_max = 0.0409 Eh/bohr
Gap between HOMO and LUMO (spin up / spin down) = 7.412 / 6.593 eV

XYZ file:
```
45
Properties=species:S:1:pos:R:3:forces:R:3
C 3.34620 1.43256 -3.45548 0.492 0.199 -0.436
C 2.20629 1.03656 -2.51888 0.365 0.126 -0.507
H 2.94539 1.76507 -4.45223 0.236 -0.361 1.001
H 4.06922 0.59276 -3.58956 -0.779 0.372 0.155
H 3.97273 2.24100 -3.01074 -0.706 -0.451 -0.106
O 1.03689 1.03506 -2.68779 0.457 -0.091 0.345
I 3.65528 -0.39689 2.07666 0.479 -0.014 0.209
Lu 1.63602 0.00053 0.10378 -2.083 -0.120 0.273
P 0.83299 2.73133 0.76460 -0.772 0.067 -0.141
C -0.91549 3.13522 0.38175 -0.373 -0.159 -0.209
C 0.84332 2.83407 2.59068 0.461 -0.163 0.068
H 0.97266 3.87656 2.90481 -0.102 -0.248 0.032
H 1.54525 5.06265 0.79529 -0.029 0.022 -0.008
H 1.68149 2.22993 2.96362 -0.212 0.292 0.146
H 2.71601 3.97633 0.01154 0.059 0.306 -0.029
H -1.56380 2.27532 0.60869 0.320 0.404 -0.114
H -0.08748 2.42809 3.00737 0.237 0.126 -0.165
C 1.65711 4.21177 0.12527 0.498 -0.112 0.050
H -1.27587 4.00420 0.95739 0.335 -0.245 -0.176
H 1.24106 4.46876 -0.85133 0.063 -0.070 0.065
H -1.01080 3.36634 -0.69193 -0.010 -0.120 0.380
P 1.09984 -2.51601 -1.15724 -0.357 -1.032 -0.163
C -0.54261 -2.94014 -1.84506 -0.433 0.267 -0.153
C 2.15693 -3.06652 -2.52512 0.372 0.292 -0.081
H 2.12339 -3.48919 0.79362 -0.143 -0.416 -0.207
H 1.62820 -4.77995 -0.34948 -0.182 0.176 -0.018
H 0.42305 -3.93946 0.69955 0.220 -0.032 -0.186
C 1.33818 -3.82818 0.10595 0.332 0.267 0.211
H 3.15384 -2.64982 -2.37623 0.112 -0.168 -0.194
H 2.22573 -4.15486 -2.56513 -0.062 0.094 0.012
H -0.59881 -4.00371 -2.12988 0.225 0.337 0.205
H -0.72188 -2.34781 -2.75344 0.001 -0.092 0.258
H 1.75321 -2.69963 -3.47127 0.100 0.017 0.044
H -1.35145 -2.73804 -1.12978 0.253 -0.060 -0.172
Cl 1.04517 -1.62699 2.20741 0.594 0.612 -0.048
C -1.95520 -0.26058 2.68242 0.533 -0.107 0.372
S -1.67522 -0.78020 1.00285 0.259 0.543 -0.629
C -3.27130 -0.12393 0.45335 0.186 -0.486 -0.044
O -0.51350 0.12293 0.39892 -1.264 -0.639 0.373
H -2.90155 -0.68067 3.02448 0.116 -0.198 -0.114
H -2.04187 0.81817 2.70760 0.159 0.254 0.057
H -1.12762 -0.64224 3.27903 -0.169 0.238 0.103
H -3.37590 0.92554 0.74484 -0.024 -0.225 -0.212
H -3.41902 -0.31061 -0.61375 0.058 0.186 0.213
H -3.96267 -0.76133 1.04215 0.180 0.413 -0.464
```
Forces are in eV/Å.

Mulliken atomic charge list, values in e, 6 entries: atom 1 (C): -1.148, atom 2 (C): 0.447, atom 3 (H): 0.343, atom 4 (H): 0.301, atom 5 (H): 0.309, atom 6 (O): -0.266



(4)
Entry from the OMol25 dataset: C10H27ClIOP2RuS as an isolated structure in a non-equilibrium geometry (the ωB97M-V functional and the def2-TZVPD basis).

Charge = +3
2S+1 = 5
Lowest unoccupied orbital energy (spin up / spin down) = -13.161 / -14.368 eV
E = -2404.81654 Ha
F_max = 0.0964 Eh/bohr
Gap between HOMO and LUMO (spin up / spin down) = 5.935 / 5.517 eV

XYZ file:
```
44
Properties=species:S:1:pos:R:3:forces:R:3
C -0.11430 0.61601 -2.50553 0.337 -0.345 -2.037
C -0.39503 0.96393 -1.03972 0.023 3.775 -3.061
H 0.05076 1.54690 -3.06146 0.251 0.128 0.519
H -0.92434 0.15267 -3.04371 -0.369 -0.271 -0.063
H 0.81174 0.08714 -2.74203 0.354 -0.494 -0.260
O -0.66486 2.16125 -0.92666 -0.249 -3.919 1.238
I -0.55607 -1.42522 1.97738 1.220 -2.169 0.345
Ru 0.13838 -0.99821 -0.93930 -2.347 -0.455 0.934
P 2.20436 -0.67592 -0.22612 4.884 -0.538 0.652
C 3.01861 0.32035 1.10330 -0.988 0.492 0.213
C 2.83993 -2.37037 0.19055 -0.997 0.065 -0.048
H 3.93183 -2.45163 0.10388 -0.214 0.396 -0.109
H 4.25472 -0.15247 -1.54214 -0.414 -0.173 0.271
H 2.36210 -3.06537 -0.50662 0.263 -0.118 0.173
H 2.95209 -0.88921 -2.53020 0.140 0.260 0.269
H 2.70765 -0.01915 2.09945 0.021 -0.014 -0.190
H 2.54977 -2.63348 1.21609 0.048 0.022 -0.232
C 3.16527 -0.18633 -1.70498 -0.606 0.359 -0.558
H 4.11797 0.24863 1.06245 -0.413 -0.300 -0.371
H 2.83969 0.82649 -2.00690 0.250 -0.356 0.006
H 2.75866 1.37971 0.99648 0.182 -0.146 0.043
P -2.25051 -0.73061 -0.26670 -3.182 -0.257 -0.237
C -3.16201 0.27936 0.99411 0.530 0.360 0.085
C -3.13584 -0.20913 -1.76040 0.257 0.086 -0.649
H -2.44297 -3.10752 -0.56888 -0.289 -0.180 0.114
H -4.01655 -2.39507 -0.01170 0.259 0.039 0.038
H -2.67378 -2.67755 1.15346 -0.355 -0.164 -0.284
C -2.92561 -2.40697 0.11647 0.754 0.223 -0.301
H -2.88474 -0.90485 -2.58434 -0.263 0.391 0.245
H -4.22676 -0.22354 -1.57919 0.522 -0.034 -0.075
H -4.22933 0.20920 0.73848 0.317 -0.054 -0.114
H -2.86257 1.33279 0.94360 -0.251 -0.159 0.009
H -2.81640 0.82192 -2.02193 -0.432 -0.577 0.034
H -3.02525 -0.09545 2.01579 -0.108 0.142 -0.374
Cl 0.05522 -2.89773 -2.19786 -0.011 0.881 0.599
C 0.07652 1.30786 3.07079 0.669 -0.061 0.527
S -0.13476 1.36480 1.34805 -0.310 1.334 0.480
C 0.48138 3.02948 1.12286 1.499 -0.501 0.880
H 0.03208 0.32892 3.53179 -0.086 -0.117 0.183
H -0.77553 1.88317 3.41818 0.009 0.466 0.696
H 1.05925 1.72327 3.24749 0.004 0.382 0.773
H -0.29420 3.59128 0.68262 -0.671 0.807 -0.435
H 0.71224 3.32948 2.13851 0.254 0.604 -0.142
H 1.39119 3.01117 0.49457 -0.492 0.190 0.213
```
Forces are in eV/Å.

Mulliken atomic charge list, values in e, 6 entries: atom 1 (C): -0.776, atom 2 (C): 0.364, atom 3 (H): 0.417, atom 4 (H): 0.309, atom 5 (H): 0.418, atom 6 (O): -0.571